[1]
Computed, not measured: a 2-piece molecular cluster, C5H15NO overall, with ωB97M-V/def2-TZVPD.

The geometry in XYZ format:
```
22
Properties=species:S:1:pos:R:3:nbo_charge:R:1
C 2.7716 -1.4741 -0.8603 -0.61
C -0.6009 0.9268 0.9567 -0.42
C 1.8731 -0.5829 -0.0067 -0.41
H 0.2178 -0.4772 -1.3177 0.15
H -2.4297 3.0114 -0.7302 0.47
H 3.7979 -1.4189 -0.4600 0.21
H 2.4001 -2.5051 -0.7350 0.20
O -2.6861 3.4383 0.1185 -0.94
C -1.9104 -0.8843 0.2436 -0.41
H -2.6126 -0.6353 1.0570 0.20
H -1.9729 -1.9673 0.0440 0.20
H -2.2180 -0.3407 -0.6655 0.16
C 0.4096 -0.9211 -0.3219 -0.21
H 0.3861 -2.0222 -0.4340 0.19
H 0.4278 1.2211 1.2244 0.20
H 1.8754 0.5181 -0.1218 0.20
H -1.9176 4.0065 0.3525 0.47
H -0.9101 1.4995 0.0662 0.15
N -0.5726 -0.5295 0.6918 -0.43
H -1.2706 1.1884 1.7932 0.21
H 2.1409 -0.8122 1.0427 0.21
H 2.8012 -1.2393 -1.9376 0.21
```

Properties
Frontier orbital gap = 9.470 eV
Strongest force on any atom = 1.222 eV/Å
Structure (SMILES) = CCCN(C)C.O
Energy relative to the best compared isomer or geometry (same formula, charge and spin) = 28.6 kcal/mol
Spin multiplicity = 1
Net charge = 0

[2]
Computed, not measured: one molecule with the formula C4H5N2P, with ωB97M-V/def2-TZVPD.

The geometry in XYZ format:
```
12
Properties=species:S:1:pos:R:3:nbo_charge:R:1
N -1.8047 -0.6263 0.0000 -0.52
H -2.8092 -0.5573 0.0000 0.42
C 1.6209 0.4688 0.0000 -0.56
H 3.9208 0.5643 0.0000 -0.07
H -1.4917 -2.7434 0.0000 0.20
C -0.9284 0.4212 0.0000 -0.07
H -1.2502 1.4420 0.0000 0.22
N 0.2109 -1.5076 0.0000 -0.44
C -1.0598 -1.7625 0.0000 0.18
H 1.6504 1.5494 0.0000 0.22
C 0.3307 -0.1415 0.0000 0.00
P 3.0001 -0.4990 0.0000 0.42
```

Properties
Frontier orbital gap = 8.292 eV
Strongest force on any atom = 1.024 eV/Å
Structure (SMILES) = [H]/P=C/c1c[nH]cn1
Energy relative to the best compared isomer or geometry (same formula, charge and spin) = 0.0 kcal/mol
Spin multiplicity = 1
Net charge = 0

[3]
Computed, not measured: one molecule with the formula H3NO2S2, with ωB97M-V/def2-TZVPD.

The geometry in XYZ format:
```
8
Properties=species:S:1:pos:R:3:nbo_charge:R:1
S 2.5499 0.4840 0.0139 0.31
S -0.1589 -0.7460 0.5319 1.64
H -1.8133 0.2307 -0.5191 0.40
N -1.7063 0.0284 0.4829 -1.00
H -1.7056 0.8042 1.1122 0.37
O 0.8771 0.5974 0.3564 -0.90
O -0.3968 -1.4159 -0.7223 -0.94
H 2.3538 0.0172 -1.2559 0.11
```

Properties
Frontier orbital gap = 9.601 eV
Strongest force on any atom = 2.320 eV/Å
Energy relative to the best compared isomer or geometry (same formula, charge and spin) = 4.2 kcal/mol
Spin multiplicity = 1
Net charge = 0

[4]
Computed, not measured: a 4-piece molecular cluster, C4H13NO3 overall, with ωB97M-V/def2-TZVPD.

The geometry in XYZ format:
```
21
Properties=species:S:1:pos:R:3:nbo_charge:R:1
C 0.4301 0.4699 0.4646 -0.35
H 0.8833 0.1263 -1.6737 0.24
C -4.2623 1.1136 0.1841 -0.86
H 0.1947 1.9263 -1.0818 0.24
H -3.4430 1.5087 -0.4924 0.21
H 4.0547 0.9178 1.2407 0.45
C 0.8561 0.9711 -0.9165 -0.62
O 3.1668 -1.5871 -0.1202 -0.98
N -0.9471 0.1417 0.6161 -0.02
H 3.2165 -0.5957 0.1278 0.48
H 1.0322 -0.3999 0.7200 0.35
O -2.3862 -1.1086 -0.6867 -0.42
H -4.7703 1.9192 0.7695 0.22
H 0.8226 1.1660 1.1910 0.25
H 1.9171 1.3672 -0.9090 0.30
H -0.4837 -1.7276 -0.2225 0.17
H -3.7148 0.3441 0.7861 0.22
O 3.3591 0.6944 0.6446 -0.94
H -4.8988 0.4816 -0.4598 0.22
H 4.0756 -1.7399 -0.4457 0.46
C -1.2531 -0.9339 -0.1596 0.40
```

Properties
Frontier orbital gap = 3.634 eV
Strongest force on any atom = 4.672 eV/Å
Energy relative to the best compared isomer or geometry (same formula, charge and spin) = 209.9 kcal/mol
Spin multiplicity = 1
Net charge = 0

[5]
Computed, not measured: one molecule with the formula CHN3O3, with ωB97M-V/def2-TZVPD.

The geometry in XYZ format:
```
8
Properties=species:S:1:pos:R:3:nbo_charge:R:1
N 1.4002 0.9820 -0.0157 -0.24
H -1.8343 -0.4974 0.4392 0.50
C 0.0046 0.8321 -0.0816 0.62
O -1.2903 -1.1638 -0.0003 -0.46
O 0.9787 -1.1188 -0.0241 -0.13
N 1.9001 -0.1685 -0.0018 0.20
O -0.9459 1.5816 -0.0347 -0.60
N -0.2131 -0.4472 -0.2810 0.12
```

Properties
Frontier orbital gap = 10.013 eV
Strongest force on any atom = 3.727 eV/Å
Structure (SMILES) = O=c1nnon1O
Energy relative to the best compared isomer or geometry (same formula, charge and spin) = 31.4 kcal/mol
Spin multiplicity = 1
Net charge = 0

[6]
Computed, not measured: AsF6H28O14 as an isolated structure, with ωB97M-V/def2-TZVPD.

The geometry in XYZ format:
```
49
Properties=species:S:1:pos:R:3:nbo_charge:R:1
H 5.5153 1.7638 -0.9045 0.48
As 0.3800 0.6284 -0.2381 2.81
H -2.5746 -5.9720 -4.5309 0.47
H 0.3283 -7.0798 -1.4740 0.47
H 3.8908 -2.8553 -3.3449 0.48
H 2.1567 -3.7144 5.0900 0.47
H 4.1134 5.4137 1.2710 0.47
F 1.7704 1.5283 0.2614 -0.63
H -1.0441 1.9839 -7.0278 0.47
H -2.1557 -3.2954 2.0675 0.48
O 1.5591 -3.0867 5.4963 -0.94
H -0.3912 0.7820 5.9019 0.47
F 0.1214 0.1040 1.4262 -0.64
O -0.5545 1.4553 6.5625 -0.94
H 5.0802 -0.4990 4.1891 0.47
H -4.1542 1.2033 -2.2479 0.48
H 4.2725 -0.9417 5.3905 0.47
H -1.4970 1.4102 6.7232 0.46
H -3.0670 -3.0785 3.2567 0.47
H 6.5670 2.8192 -1.1728 0.46
H -6.2848 -2.6023 -1.7808 0.47
O 5.0386 -0.4242 5.1425 -0.94
O 0.6528 -6.9307 -2.3621 -0.94
H 1.3699 -6.3060 -2.2539 0.47
F -1.0227 -0.3768 -0.6800 -0.63
H -5.9453 6.3299 0.0655 0.46
F 1.4225 -0.8468 -0.5424 -0.65
O -3.1855 -5.2439 -4.6440 -0.94
O 6.4564 1.9275 -0.8428 -0.94
F 0.5380 1.2123 -1.9015 -0.62
O -0.3522 1.8134 -7.6669 -0.93
O -6.6704 -3.3783 -2.1875 -0.94
O 4.1297 -3.4815 -4.0283 -0.94
F -0.5358 2.0549 0.2807 -0.64
H 5.1513 6.1987 2.0445 0.47
H 0.2929 4.6858 3.7086 0.48
H 1.2100 5.8653 3.4644 0.47
H 0.8076 -3.0531 4.9043 0.48
H -4.6161 5.6448 0.3017 0.47
O -5.0593 1.5020 -2.3362 -0.95
H -5.9259 -3.8457 -2.5663 0.47
H -0.7991 1.8250 -8.5133 0.46
H -2.6255 -4.4805 -4.7852 0.47
O -5.1436 6.0584 -0.3816 -0.94
O 4.3264 6.2980 1.5692 -0.94
O -2.6012 -3.7618 2.7747 -0.95
H 3.5884 -3.2360 -4.7786 0.47
O 0.4518 5.5899 3.9798 -0.95
H -4.9858 2.3924 -2.6798 0.47
```

Properties
Frontier orbital gap = 11.423 eV
Strongest force on any atom = 1.945 eV/Å
Energy relative to the best compared isomer or geometry (same formula, charge and spin) = 67.0 kcal/mol
Spin multiplicity = 1
Net charge = -1

What did the first record say?
Computed, not measured: a 2-piece molecular cluster, C5H15NO overall, with ωB97M-V/def2-TZVPD.

The geometry in XYZ format:
```
22
Properties=species:S:1:pos:R:3:nbo_charge:R:1
C 2.7716 -1.4741 -0.8603 -0.61
C -0.6009 0.9268 0.9567 -0.42
C 1.8731 -0.5829 -0.0067 -0.41
H 0.2178 -0.4772 -1.3177 0.15
H -2.4297 3.0114 -0.7302 0.47
H 3.7979 -1.4189 -0.4600 0.21
H 2.4001 -2.5051 -0.7350 0.20
O -2.6861 3.4383 0.1185 -0.94
C -1.9104 -0.8843 0.2436 -0.41
H -2.6126 -0.6353 1.0570 0.20
H -1.9729 -1.9673 0.0440 0.20
H -2.2180 -0.3407 -0.6655 0.16
C 0.4096 -0.9211 -0.3219 -0.21
H 0.3861 -2.0222 -0.4340 0.19
H 0.4278 1.2211 1.2244 0.20
H 1.8754 0.5181 -0.1218 0.20
H -1.9176 4.0065 0.3525 0.47
H -0.9101 1.4995 0.0662 0.15
N -0.5726 -0.5295 0.6918 -0.43
H -1.2706 1.1884 1.7932 0.21
H 2.1409 -0.8122 1.0427 0.21
H 2.8012 -1.2393 -1.9376 0.21
```

Properties
Frontier orbital gap = 9.470 eV
Strongest force on any atom = 1.222 eV/Å
Structure (SMILES) = CCCN(C)C.O
Energy relative to the best compared isomer or geometry (same formula, charge and spin) = 28.6 kcal/mol
Spin multiplicity = 1
Net charge = 0